# 1
The following is a quantum chemistry calculation of C5H9NO as an isolated structure, from OMol25.

Each line ends with the Mulliken charge.
Positions of all 16 atoms, in Å:
C 0.203 1.376 -0.956  -0.9899
C -0.964 -0.794 -0.846  -0.2916
C 0.043 -1.587 -0.126  -0.3959
N -0.333 -0.774 0.975  -0.3525
C 0.757 0.049 1.551  -0.8006
C -1.059 0.644 -0.613  0.6931
O -2.101 1.199 -0.313  -0.6235
H 0.404 2.145 -0.214  0.2941
H -0.031 1.827 -1.922  0.3576
H 1.068 0.717 -1.085  0.2569
H -1.811 -1.290 -1.338  0.3234
H -0.411 -2.566 0.037  0.2688
H 1.083 -1.643 -0.448  0.3333
H 1.675 0.158 0.951  0.3340
H 0.444 1.046 1.884  0.2614
H 1.032 -0.505 2.463  0.3313

Atomic forces in eV per Å
0.2 0.4 0.0
-0.2 0.0 0.4
0.3 -0.3 -0.1
-0.1 -0.7 0.2
-0.1 0.0 -0.1
0.2 0.4 -0.5
0.3 -0.1 -0.4
0.1 0.2 -0.1
0.2 0.2 0.0
-0.2 0.2 0.0
-0.3 0.1 1.2
0.3 -0.3 -0.3
0.1 0.1 0.1
-0.4 -0.1 0.0
-0.2 -0.3 -0.2
-0.1 0.1 -0.2

Net charge ... 0
Orbital gap (spin up / spin down) ... 8.54 / 8.55 eV


# 2
The following is a quantum chemistry calculation of the molecule C5H9NO, from OMol25.

Each line ends with the Mulliken charge.
Positions of all 16 atoms, in Å:
O -2.115 -0.709 1.274  -0.5669
C -1.387 -0.748 0.069  0.0996
C 0.119 -1.081 0.221  -0.9258
C 0.453 0.328 -0.269  0.7436
C 1.791 0.736 -0.752  -0.5722
N 1.225 1.313 0.467  -0.6954
C -1.018 0.622 -0.576  -0.7236
H -1.549 -0.308 1.947  0.3381
H -1.942 -1.416 -0.595  0.3919
H 0.460 -1.883 -0.445  0.2530
H 0.448 -1.319 1.242  0.3293
H 1.960 1.414 -1.587  0.2536
H 2.571 -0.019 -0.620  0.2467
H 1.641 0.919 1.306  0.2420
H -1.371 1.475 0.012  0.3203
H -1.320 0.757 -1.620  0.2657

Atomic forces in eV per Å
0.1 0.2 0.2
0.0 -0.1 -0.3
0.0 -0.1 0.1
0.0 -0.1 0.0
0.1 0.0 -0.2
0.1 0.0 0.4
0.0 0.1 0.0
-0.2 0.0 -0.1
0.1 0.1 0.1
0.0 0.2 0.1
-0.1 0.0 -0.1
-0.2 0.0 0.2
-0.2 0.2 -0.2
0.1 0.0 -0.1
0.0 -0.1 -0.1
0.1 -0.1 0.1

Net charge ... 0
Orbital gap ... 10.63 eV
Structure (SMILES) ... O[C@H]1C[C@]2(CN2)C1


# 3
The following is a quantum chemistry calculation of the molecule C5H9NO, from OMol25.

Each line ends with the Mulliken charge.
Positions of all 16 atoms, in Å:
C 1.954 0.276 -0.260  -1.3082
C 0.605 -0.399 -0.243  1.6861
C 0.314 -1.320 0.916  -1.4711
C -2.074 1.201 0.269  -0.6614
N -1.655 0.636 -0.881  -0.0978
C -0.423 0.165 -1.055  -0.5362
O 0.128 -0.980 -1.551  -0.5168
H 2.756 -0.447 -0.430  0.3110
H 2.123 0.760 0.709  0.3280
H 1.987 1.049 -1.033  0.3858
H 0.431 -0.795 1.870  0.3828
H 1.018 -2.160 0.903  0.3763
H -0.704 -1.714 0.857  0.3523
H -1.695 0.793 1.191  0.2504
H -2.623 2.128 0.232  0.2552
H -2.240 0.687 -1.710  0.2637

Atomic forces in eV per Å
0.1 -0.1 0.0
0.2 0.0 0.2
0.0 0.0 0.0
-0.5 0.1 0.4
-0.4 -0.2 -0.6
0.5 0.3 0.1
-0.1 0.0 0.0
0.0 0.0 0.0
0.0 -0.1 -0.2
0.0 -0.2 0.1
0.0 0.0 -0.2
-0.1 0.1 0.0
0.1 0.0 0.0
0.2 0.2 0.0
-0.2 -0.1 0.0
0.1 0.1 0.1

Net charge ... 0
Orbital gap (spin up / spin down) ... 7.43 / 7.70 eV


Summary of calculated total energy in eV
-8864.44419, -8866.43471, -8864.39209
(order as listed above)
Summary of energy relative to the best compared isomer or geometry (same formula, charge and spin) in eV
4.768, 2.778, 4.821
(order as listed above)